Entry from the Open Molecules 2025 dataset: one molecule with the formula C26H20N4O2S in a non-equilibrium geometry (the ωB97M-V functional and the def2-TZVPD basis).

Results
HOMO (eV): -8.3
Maximum force (eV Å⁻¹): 1.32
LUMO (eV): 0.078
SMILES: O=C(CSc1nnc(-c2ccccn2)n1Cc1ccco1)c1ccc(-c2ccccc2)cc1
Calculated total energy (hartree): -1770.46656
Energy above the lowest of the compared OMol25 structures with the same formula, charge and spin (eV): 0.078

ORCA input file:
```
! RIJCOSX wB97M-V def2-TZVPD def2/J DEFGRID3
* xyz 0 1
O 5.3591 -0.4073 0.3835
C 4.2376 -0.6131 -0.0215
C 3.9844 -0.8445 -1.5004
S 2.9266 0.5026 -2.1348
C 1.4867 -0.3935 -2.4907
N 1.3557 -1.6999 -2.5014
N 0.0933 -1.9716 -2.8266
C -0.5490 -0.8422 -3.0144
C -1.9456 -0.7697 -3.3921
C -2.6652 -1.9583 -3.5492
C -3.9937 -1.8801 -3.9183
C -4.5638 -0.6296 -4.1175
C -3.7667 0.4888 -3.9346
N -2.4953 0.4291 -3.5833
N 0.3101 0.2095 -2.8117
C 0.0601 1.6297 -2.7968
C 0.3358 2.1804 -1.4342
C -0.0465 1.7511 -0.1964
C 0.5568 2.6374 0.7277
C 1.2564 3.5340 -0.0166
O 1.1309 3.2631 -1.3254
C 3.0573 -0.5866 0.8677
C 1.8973 -1.3221 0.6283
C 0.8388 -1.2535 1.5110
C 0.9018 -0.4568 2.6539
C -0.2268 -0.4007 3.5930
C -0.5919 0.7975 4.2035
C -1.6545 0.8446 5.0863
C -2.3654 -0.3062 5.3826
C -2.0076 -1.5047 4.7880
C -0.9508 -1.5521 3.8984
C 2.0678 0.2708 2.8928
C 3.1300 0.2007 2.0184
H 3.4549 -1.7720 -1.7103
H 4.9291 -0.8062 -2.0425
H -2.1639 -2.8970 -3.3817
H -4.5793 -2.7780 -4.0509
H -5.5973 -0.5254 -4.4075
H -4.1584 1.4879 -4.0761
H 0.7209 2.1266 -3.5147
H -0.9859 1.7661 -3.0926
H -0.6736 0.9128 0.0296
H 0.4749 2.6042 1.7933
H 1.8587 4.3779 0.2536
H 1.8202 -1.9686 -0.2324
H -0.0577 -1.8197 1.3036
H -0.0504 1.7033 3.9732
H -1.9292 1.7830 5.5454
H -3.1929 -0.2696 6.0754
H -2.5534 -2.4075 5.0208
H -0.6652 -2.4945 3.4546
H 2.1483 0.8731 3.7858
H 4.0367 0.7570 2.2044
*
```

Atom-resolved charges from Mulliken, all expressed in e: number 1, O, carries -0.585; number 2, C, carries 0.357; number 3, C, carries -0.898; number 4, S, carries -0.160; number 5, C, carries 0.385; number 6, N, carries -0.407; number 7, N, carries -0.778; number 8, C, carries 0.170; number 9, C, carries 0.960; number 10, C, carries -0.772; number 11, C, carries -0.314; number 12, C, carries -0.633; number 13, C, carries -0.252; number 14, N, carries -0.335; number 15, N, carries 0.185; number 16, C, carries -0.584; number 17, C, carries 0.035; number 18, C, carries -0.123; number 19, C, carries -0.174; number 20, C, carries -0.863; number 21, O, carries -0.379; number 22, C, carries 0.411; number 23, C, carries -0.492; number 24, C, carries -0.978; number 25, C, carries 1.122; number 26, C, carries 0.216; number 27, C, carries -0.294; number 28, C, carries -0.778; number 29, C, carries -0.389; number 30, C, carries -0.687; number 31, C, carries -0.312; number 32, C, carries -0.392; number 33, C, carries -1.057; number 34, H, carries 0.571; number 35, H, carries 0.458; number 36, H, carries 0.471; number 37, H, carries 0.427; number 38, H, carries 0.383; number 39, H, carries 0.437; number 40, H, carries 0.200; number 41, H, carries 0.449; number 42, H, carries 0.699; number 43, H, carries 0.393; number 44, H, carries 0.487; number 45, H, carries 0.499; number 46, H, carries 0.499; number 47, H, carries 0.225; number 48, H, carries 0.391; number 49, H, carries 0.383; number 50, H, carries 0.387; number 51, H, carries 0.457; number 52, H, carries 0.508; number 53, H, carries 0.468


Entry from the Open Molecules 2025 dataset: CH2N3O3 as an isolated structure in a non-equilibrium geometry (the ωB97M-V functional and the def2-TZVPD basis).

Results
HOMO (alpha / beta) (eV): -2.9 / -2.9
Maximum force (eV Å⁻¹): 3.51
LUMO (alpha / beta) (eV): 3.905 / 3.922
Calculated total energy (hartree): -428.98208
Energy above the lowest of the compared OMol25 structures with the same formula, charge and spin (eV): 9.553

ORCA input file:
```
! RIJCOSX wB97M-V def2-TZVPD def2/J DEFGRID3
* xyz -1 1
C 0.7073 -0.4406 0.0660
N 1.5151 -1.1971 -0.6099
N -0.3095 -1.2577 0.4334
N 0.2552 1.7084 -0.2775
O -1.1573 1.7344 -0.3342
O 0.8616 -2.3281 -0.0562
O -0.9875 -1.4207 1.4555
H 0.5431 1.6444 -1.2553
H -1.4280 1.5569 0.5782
*
```

Atom-resolved charges from Mulliken, all expressed in e: number 1, C, carries 0.362; number 2, N, carries -0.454; number 3, N, carries 0.243; number 4, N, carries -0.391; number 5, O, carries -0.378; number 6, O, carries -0.281; number 7, O, carries -0.660; number 8, H, carries 0.221; number 9, H, carries 0.338


Entry from the Open Molecules 2025 dataset: C6H16N3O2 as an isolated structure in a non-equilibrium geometry (the ωB97M-V functional and the def2-TZVPD basis).

Results
HOMO (alpha / beta) (eV): -8.4 / -14.0
Maximum force (eV Å⁻¹): 9.56
LUMO (alpha / beta) (eV): -2.732 / -7.048
Calculated total energy (hartree): -552.50430
Energy above the lowest of the compared OMol25 structures with the same formula, charge and spin (eV): 1.004

ORCA input file:
```
! RIJCOSX wB97M-V def2-TZVPD def2/J DEFGRID3
* xyz 1 3
C -1.4216 0.8284 0.4535
C -1.1880 -0.6699 0.1380
C -1.0783 1.7426 -0.7210
C -0.0230 -1.3490 0.9218
C 0.3793 1.6782 -1.0309
C 0.7415 -2.3153 0.0618
N 1.1596 1.8754 0.1619
N -0.0997 -3.2726 -0.4532
N 1.0069 -0.3414 1.3452
O 0.6369 2.5024 -2.0364
O 1.9275 -2.2862 -0.0504
H -2.3730 1.0625 0.8234
H -0.6330 1.0657 1.2564
H -2.0824 -1.1711 0.6034
H -1.1197 -0.8974 -0.8743
H -1.6731 1.3793 -1.5722
H -1.3727 2.7510 -0.4453
H -0.4990 -2.0126 1.6955
H 0.8970 2.5833 0.7798
H 1.0126 0.8218 0.7836
H 0.3065 -4.0159 -0.9953
H -1.1066 -3.4070 -0.1433
H 2.0713 1.8740 -0.1743
H 1.0934 -0.2356 2.4282
H 1.9685 -0.7715 1.0639
H 0.9017 1.9793 -2.7565
H 0.5673 0.6016 -1.2636
*
```

Atom-resolved charges from Mulliken, all expressed in e: number 1, C, carries -0.828; number 2, C, carries -1.046; number 3, C, carries -0.873; number 4, C, carries -0.118; number 5, C, carries -0.120; number 6, C, carries 0.212; number 7, N, carries -0.281; number 8, N, carries -0.333; number 9, N, carries -0.522; number 10, O, carries -0.499; number 11, O, carries -0.383; number 12, H, carries 0.486; number 13, H, carries 0.355; number 14, H, carries 0.440; number 15, H, carries 0.698; number 16, H, carries 0.277; number 17, H, carries 0.403; number 18, H, carries 0.388; number 19, H, carries 0.311; number 20, H, carries 0.014; number 21, H, carries 0.249; number 22, H, carries 0.240; number 23, H, carries 0.302; number 24, H, carries 0.332; number 25, H, carries 0.431; number 26, H, carries 0.419; number 27, H, carries 0.447


Entry from the Open Molecules 2025 dataset: C4H2CrFLiO4 as an isolated structure in a non-equilibrium geometry (the ωB97M-V functional and the def2-TZVPD basis).

Results
HOMO (alpha / beta) (eV): -17.9 / -17.9
Maximum force (eV Å⁻¹): 2.02
LUMO (alpha / beta) (eV): -10.793 / -9.702
Calculated total energy (hartree): -1605.75282
Energy above the lowest of the compared OMol25 structures with the same formula, charge and spin (eV): 0.000

ORCA input file:
```
! RIJCOSX wB97M-V def2-TZVPD def2/J DEFGRID3
* xyz 2 5
O 0.9528 0.6852 -4.5439
C 1.4265 0.8783 -5.5843
O 1.9065 1.0307 -6.6280
O -0.5294 0.3192 2.9127
C -1.1935 -0.7867 2.8244
C -0.0308 0.7308 1.6034
O -1.1720 -1.2441 1.5957
C -0.2336 -0.5033 0.7540
Li -1.5877 -2.0775 4.4777
H 1.0209 1.0171 1.6992
H -0.6406 1.5846 1.2887
F 0.9374 -1.2725 0.8149
Cr -0.8565 -0.3620 -1.2146
*
```

Atom-resolved charges from Mulliken, all expressed in e: number 1, O, carries -0.440; number 2, C, carries 0.721; number 3, O, carries -0.293; number 4, O, carries -0.235; number 5, C, carries -0.054; number 6, C, carries -0.381; number 7, O, carries -0.297; number 8, C, carries 0.301; number 9, Li, carries 1.024; number 10, H, carries 0.322; number 11, H, carries 0.318; number 12, F, carries -0.260; number 13, Cr, carries 1.274


Entry from the Open Molecules 2025 dataset: an isolated ion of composition C22H14BF6N4O6S and charge -1 in a non-equilibrium geometry (the ωB97M-V functional and the def2-TZVPD basis).

Results
HOMO (eV): -4.2
Maximum force (eV Å⁻¹): 7.35
LUMO (eV): -0.171
Calculated total energy (hartree): -2539.32098
Energy above the lowest of the compared OMol25 structures with the same formula, charge and spin (eV): 0.000

ORCA input file:
```
! RIJCOSX wB97M-V def2-TZVPD def2/J DEFGRID3
* xyz -1 1
N -3.9847 -2.6307 4.3231
C -3.2432 -2.0418 3.6158
C -2.2383 -1.4311 2.8232
C -1.5690 -2.2120 1.6001
C -0.0559 -1.8196 1.7202
N 0.9662 -2.6974 1.9870
O 0.9363 -3.9687 1.9789
O 2.1275 -2.2132 2.2871
N 1.4786 0.0611 1.8234
C 0.2484 -0.4248 1.7966
C -0.8414 0.4445 2.2339
N -0.7896 1.8532 2.0509
O 0.2119 2.4650 1.6168
O -1.8728 2.4694 2.2802
C -1.9057 -0.1135 2.9562
H -1.7519 -3.2776 1.8161
H -2.4216 0.5204 3.6736
C 0.1298 -3.7933 -2.5495
C -0.7586 -3.0111 -1.6665
C -0.6677 -1.6154 -1.5455
C -1.4144 -1.0109 -0.5560
C -2.1669 -1.8826 0.3941
B 2.6416 -0.3629 1.1579
C -3.6652 -1.5874 0.3697
C -4.6014 -2.6151 0.4460
C -5.9303 -2.3300 0.7696
C -6.9103 -3.4506 0.9170
F -7.5128 -3.4453 2.1479
F -7.9093 -3.3506 -0.0179
F -6.3320 -4.6764 0.7532
C -6.3591 -1.0179 0.9605
C -5.4361 0.0031 0.8165
C -5.8425 1.4158 1.1631
F -5.5265 1.7269 2.4657
F -5.2036 2.3217 0.3623
F -7.1857 1.6212 1.0240
C -4.1215 -0.2592 0.4287
O 2.5400 -0.9978 -0.1031
C 3.8387 -1.5267 -0.3464
C 4.7520 -0.7406 0.5869
O 3.9408 -0.0192 1.5120
S -1.9521 -3.7266 -0.7393
H 0.0196 -3.4335 -3.5704
H 1.1716 -3.6650 -2.2747
H -0.1479 -4.8560 -2.5154
H 0.0298 -1.0989 -2.2044
H -1.4804 0.0815 -0.4501
H -4.2921 -3.6431 0.3023
H -7.3892 -0.8128 1.2306
H -3.4305 0.5783 0.2871
H 3.8012 -2.6046 -0.0974
H 4.1514 -1.4204 -1.4093
H 5.4458 -1.3601 1.1628
H 5.3460 -0.0355 -0.0221
*
```

Atom-resolved charges from Mulliken, all expressed in e: number 1, N, carries -0.771; number 2, C, carries -0.048; number 3, C, carries -0.227; number 4, C, carries 1.020; number 5, C, carries -1.161; number 6, N, carries 1.152; number 7, O, carries -0.825; number 8, O, carries -0.727; number 9, N, carries -0.897; number 10, C, carries 1.111; number 11, C, carries -0.789; number 12, N, carries 1.042; number 13, O, carries -0.631; number 14, O, carries -0.740; number 15, C, carries -0.065; number 16, H, carries 1.001; number 17, H, carries 0.526; number 18, C, carries -1.244; number 19, C, carries 0.895; number 20, C, carries -0.871; number 21, C, carries -0.240; number 22, C, carries 0.180; number 23, B, carries 0.673; number 24, C, carries 1.158; number 25, C, carries -0.761; number 26, C, carries -0.262; number 27, C, carries 0.691; number 28, F, carries -0.259; number 29, F, carries -0.267; number 30, F, carries -0.286; number 31, C, carries -1.332; number 32, C, carries -0.305; number 33, C, carries 0.892; number 34, F, carries -0.245; number 35, F, carries -0.268; number 36, F, carries -0.292; number 37, C, carries -0.394; number 38, O, carries -0.316; number 39, C, carries -0.406; number 40, C, carries -0.412; number 41, O, carries -0.425; number 42, S, carries -0.298; number 43, H, carries 0.361; number 44, H, carries 0.263; number 45, H, carries 0.404; number 46, H, carries 0.327; number 47, H, carries 0.321; number 48, H, carries 0.807; number 49, H, carries 0.504; number 50, H, carries 0.425; number 51, H, carries 0.258; number 52, H, carries 0.236; number 53, H, carries 0.245; number 54, H, carries 0.272


Question: Number 1 is which compound?
Answer: C26H20N4O2S